116
Properties=species:S:1:pos:R:3:forces:R:3:lowdin_charge:R:1 method="wB97M-V/def2-TZVPD" homo_energy_ev=-8.566 total_charge=0 molar_mass_g_mol=641.71 orbital_gap_ev=8.90
N 4.729 -0.765 2.740 0.2 0.2 0.1 0.0837
C 3.523 -0.544 1.962 0.3 -0.4 -0.1 -0.6901
N 2.977 -1.756 1.360 -0.7 0.4 -0.3 0.1057
N 3.939 0.310 0.864 0.1 0.0 -0.2 0.0999
C 2.489 0.112 2.877 -0.2 0.4 -0.3 -0.1074
B 1.337 0.887 2.124 -0.1 -0.1 0.1 -0.1335
C 0.176 0.222 1.315 0.6 0.1 0.6 -0.1825
C -0.340 -1.075 1.891 -0.5 0.1 0.0 -0.3021
C -1.023 -0.894 3.232 -0.3 -0.4 -0.4 -0.5308
S -2.504 0.145 3.089 0.0 0.6 -0.1 0.7507
H 5.490 -0.944 2.105 0.3 -0.2 -0.1 0.0596
H 4.620 -1.557 3.353 0.0 -0.1 0.3 0.0701
H 3.114 -2.552 1.953 0.1 -0.3 0.1 0.0703
H 3.370 -1.921 0.449 0.3 -0.2 -0.1 0.0745
H 4.036 1.254 1.203 -0.1 0.3 -0.1 0.0986
H 3.304 0.274 0.076 -0.2 0.2 0.0 0.0524
H 2.096 -0.620 3.569 -0.2 -0.5 0.2 0.0998
H 3.047 0.808 3.476 0.3 0.4 0.4 0.0870
H 1.325 2.083 2.228 0.1 0.1 -0.1 0.0749
H -0.638 0.919 1.213 -0.5 0.4 -0.2 0.0703
H 0.539 0.055 0.307 0.3 -0.1 -0.5 0.1091
H -1.065 -1.491 1.211 -0.4 -0.3 -0.4 0.0879
H 0.435 -1.808 1.996 0.6 -0.3 0.1 0.0859
H -1.339 -1.861 3.566 -0.3 -0.6 0.4 0.0457
H -0.341 -0.512 3.969 0.2 0.5 0.4 0.0617
H -3.441 -0.665 3.579 0.1 -0.3 0.2 -0.1511
C -3.104 -2.732 -1.313 0.1 0.2 0.1 -0.1634
O -2.574 -1.424 -1.161 0.0 -0.3 -0.1 -0.1267
H -2.414 -3.297 -1.937 0.0 0.0 0.0 0.0739
H -3.196 -3.240 -0.348 0.0 -0.1 0.0 0.0736
H -4.083 -2.712 -1.796 0.0 -0.1 0.0 0.0758
H -3.202 -0.932 -0.625 -0.1 0.4 0.0 0.0317
C 1.947 1.890 -2.309 0.3 -0.1 -0.1 -0.1240
O 2.846 0.856 -1.900 -0.1 0.0 0.0 -0.1489
H 1.667 2.459 -1.426 0.0 0.0 0.0 0.0794
H 2.454 2.544 -3.021 -0.2 0.1 0.0 0.0667
H 1.053 1.465 -2.770 0.0 0.1 0.0 0.0819
H 3.073 0.359 -2.693 0.0 0.0 -0.1 0.0641
C -5.987 0.231 1.322 0.3 -0.3 0.0 -0.1407
O -4.771 -0.137 0.667 -0.2 -0.1 -0.3 -0.1691
H -6.343 1.152 0.872 0.0 0.1 0.0 0.0787
H -6.749 -0.543 1.196 -0.1 0.1 0.0 0.0826
H -5.819 0.404 2.384 -0.1 0.1 0.0 0.0571
H -4.445 -0.940 1.082 0.1 0.1 0.2 0.0442
C 6.688 0.084 -1.585 -0.2 0.1 0.2 -0.1660
O 6.299 1.266 -0.901 0.2 0.0 -0.2 -0.1423
H 7.676 0.254 -2.007 0.0 0.0 0.0 0.0743
H 6.735 -0.759 -0.888 0.0 -0.1 -0.1 0.0697
H 5.992 -0.154 -2.396 0.0 -0.1 0.0 0.0719
H 5.432 1.087 -0.517 0.0 -0.1 0.2 0.0200
C -1.416 -4.887 5.528 0.2 0.1 -0.2 -0.1387
O -1.522 -4.457 4.168 -0.1 -0.2 0.2 -0.1378
H -2.275 -4.494 6.063 -0.1 0.0 0.0 0.0853
H -1.421 -5.978 5.604 0.0 0.0 0.1 0.0742
H -0.503 -4.505 5.991 0.0 0.0 0.0 0.0799
H -0.759 -4.804 3.694 0.1 -0.1 -0.2 0.0467
C 5.208 3.544 -4.695 -0.1 0.0 -0.1 -0.1133
O 3.997 3.124 -5.338 0.4 -0.1 -0.1 -0.1390
H 5.140 3.251 -3.651 0.0 -0.1 0.0 0.0804
H 6.084 3.064 -5.140 0.0 0.0 0.0 0.0739
H 5.324 4.628 -4.753 0.0 0.0 0.0 0.0815
H 4.045 3.396 -6.260 -0.1 0.2 0.0 0.0829
C -7.481 3.388 3.448 0.0 -0.2 0.2 -0.1444
O -7.498 1.970 3.617 -0.1 0.2 -0.1 -0.1316
H -7.732 3.602 2.414 0.0 0.0 -0.1 0.0601
H -8.219 3.864 4.098 0.0 0.1 -0.1 0.0796
H -6.489 3.793 3.662 0.0 0.1 0.0 0.0819
H -7.276 1.781 4.531 0.0 0.0 0.0 0.0747
C -9.187 5.672 0.839 0.2 0.3 -0.1 -0.1458
O -8.112 6.388 1.453 -0.1 -0.2 0.1 -0.1335
H -9.626 5.018 1.586 0.0 0.0 0.1 0.0721
H -9.948 6.365 0.477 -0.1 -0.1 0.0 0.0794
H -8.817 5.067 0.008 -0.1 -0.1 0.0 0.0791
H -7.733 6.959 0.781 0.1 0.1 0.0 0.0768
C 6.780 1.483 -8.184 -0.2 0.0 0.2 -0.1542
O 5.625 0.743 -7.798 0.1 0.1 -0.1 -0.1198
H 7.217 0.980 -9.042 0.0 0.0 0.0 0.0775
H 6.521 2.506 -8.472 0.1 0.0 0.0 0.0748
H 7.520 1.512 -7.379 0.0 0.0 0.0 0.0762
H 5.239 1.184 -7.038 0.0 -0.1 0.1 0.0353
C 2.293 -0.091 -6.390 0.3 0.3 0.0 -0.1351
O 3.090 0.419 -5.318 -0.1 -0.5 0.0 -0.1404
H 1.678 -0.904 -6.016 0.0 0.0 0.1 0.0729
H 1.638 0.690 -6.783 -0.1 -0.1 -0.1 0.0764
H 2.934 -0.470 -7.192 -0.1 0.0 0.0 0.0748
H 3.615 1.146 -5.670 -0.2 0.3 0.4 0.0170
C 1.726 -6.542 2.224 -0.2 0.0 -0.1 -0.1374
O 0.344 -6.388 2.552 0.1 0.1 0.1 -0.1305
H 2.300 -5.990 2.962 0.0 0.0 0.1 0.0776
H 2.023 -7.592 2.260 0.0 0.0 0.0 0.0785
H 1.943 -6.138 1.233 0.0 0.0 0.0 0.0793
H -0.172 -6.872 1.904 -0.1 0.0 0.0 0.0807
C -3.554 -7.945 3.919 0.1 0.3 0.0 -0.1640
O -3.735 -6.540 3.812 0.0 -0.3 0.0 -0.1248
H -4.536 -8.407 3.879 0.0 0.0 0.0 0.0747
H -2.952 -8.335 3.091 0.0 -0.1 0.0 0.0709
H -3.079 -8.217 4.867 0.0 -0.1 0.0 0.0728
H -2.867 -6.122 3.847 0.0 0.3 -0.1 0.0248
C -7.919 9.346 4.064 -0.1 -0.3 -0.1 -0.1664
O -8.784 8.219 4.049 0.1 0.1 0.1 -0.1304
H -8.451 10.162 4.547 0.0 0.0 0.0 0.0742
H -7.004 9.141 4.628 0.0 0.1 0.0 0.0748
H -7.651 9.655 3.049 0.0 0.1 0.0 0.0724
H -8.316 7.499 3.615 -0.1 -0.1 -0.2 0.0440
C -1.992 -1.259 -7.328 0.0 0.2 0.2 -0.1590
O -1.163 -0.209 -6.839 -0.1 -0.1 0.0 -0.1327
H -1.762 -1.388 -8.382 0.0 0.0 0.0 0.0757
H -1.795 -2.200 -6.809 0.0 0.0 0.0 0.0744
H -3.053 -1.008 -7.229 0.0 0.0 0.0 0.0749
H -1.360 -0.077 -5.905 0.0 0.0 -0.1 0.0766
C 9.447 -0.687 0.829 -0.2 0.2 0.0 -0.1588
O 8.268 -0.407 1.575 0.1 -0.1 -0.1 -0.1333
H 9.921 -1.569 1.251 -0.1 0.0 0.1 0.0760
H 9.204 -0.887 -0.218 0.1 0.0 0.0 0.0619
H 10.148 0.151 0.886 0.1 -0.1 -0.1 0.0784
H 7.862 0.375 1.186 -0.1 0.0 0.0 0.0601

92
Properties=species:S:1:pos:R:3:forces:R:3:lowdin_charge:R:1 method="wB97M-V/def2-TZVPD" homo_energy_ev=-8.294 total_charge=0 molar_mass_g_mol=2213.59 orbital_gap_ev=7.47
C 4.642 -1.994 1.617 -1.2 0.5 -2.0 -0.0796
C 3.741 -1.921 0.420 1.1 0.7 2.0 -0.1913
C 3.163 -0.450 -0.069 1.9 -0.6 -1.7 -0.2920
Si 2.986 0.822 1.392 1.0 -0.2 -0.1 0.2197
N 4.622 1.239 2.109 -2.4 -0.2 0.7 -0.1148
Cl 2.209 2.646 0.482 0.5 -1.4 0.8 0.2261
C 1.770 0.178 2.770 -1.2 0.1 0.9 -0.2566
C 0.650 -0.905 2.173 1.0 -0.2 0.0 -0.1208
C -0.647 -1.075 3.161 1.6 -1.4 1.8 -0.1662
F -0.082 -1.251 4.552 -1.9 0.5 -3.8 -0.0193
F -1.427 -2.345 2.916 2.5 4.3 0.7 -0.1143
C -1.641 0.223 3.242 -1.8 0.5 2.4 -0.0940
F -2.917 -0.262 3.890 3.9 1.7 -2.2 0.0203
F -1.151 1.322 4.135 -1.3 -4.0 -3.6 -0.0871
C -2.036 0.897 1.801 -1.0 3.2 0.2 -0.0691
F -0.902 1.668 1.167 -3.7 -3.1 2.1 0.0024
F -3.071 1.953 2.113 3.3 -3.5 -1.1 0.0299
C -2.768 -0.127 0.739 -2.1 -0.1 -3.4 -0.1243
F -4.106 -0.630 1.226 5.4 1.7 -1.6 0.0040
F -3.100 0.716 -0.470 1.2 -3.0 4.2 -0.0230
F -1.908 -1.224 0.241 -3.1 3.7 2.1 0.0373
H 4.313 -2.478 2.642 1.3 -0.4 -2.7 0.0700
H 5.706 -1.485 1.512 -2.9 0.2 0.9 0.0824
H 3.470 -2.872 -0.208 -0.7 1.8 2.2 0.0006
H 3.968 0.019 -0.811 -1.8 -0.7 1.3 0.0975
H 2.159 -0.548 -0.680 2.0 -0.1 1.1 0.0885
H 4.481 2.175 2.583 0.4 -1.3 -0.5 0.0288
H 4.758 0.501 2.864 0.0 1.5 -1.2 -0.0731
H 1.213 1.151 3.169 1.1 -2.1 -0.7 0.0896
H 2.380 -0.290 3.675 -1.4 1.0 -1.9 0.0953
H 0.408 -0.540 1.088 -0.2 -0.8 2.2 0.1039
H 1.199 -1.955 2.061 -1.5 2.2 0.4 0.1468
C -4.906 -4.323 1.288 0.1 0.2 0.1 -1.9702
Cl -3.442 -3.605 2.005 -0.8 -0.5 -0.3 0.5953
Cl -6.187 -4.416 2.523 0.3 0.0 -0.3 0.5266
Cl -5.462 -3.310 -0.068 0.1 -0.2 0.4 0.5073
Cl -4.535 -5.961 0.693 -0.1 0.3 0.1 0.4976
C -2.787 2.239 -3.963 -0.2 -0.1 0.0 -1.9499
Cl -3.553 0.632 -4.031 -0.4 0.9 1.4 0.4745
Cl -1.920 2.549 -5.488 -0.6 0.3 0.5 0.4518
Cl -4.041 3.484 -3.730 0.3 -0.3 -0.1 0.5389
Cl -1.637 2.293 -2.604 -0.2 0.0 -0.4 0.5332
C 6.513 0.853 5.915 0.2 0.2 0.1 -1.9866
Cl 7.984 1.486 5.134 -0.4 -0.2 0.2 0.5249
Cl 5.759 -0.368 4.860 0.2 0.0 0.4 0.5380
Cl 6.942 0.108 7.475 -0.1 0.2 -0.4 0.5265
Cl 5.366 2.189 6.191 0.4 -0.5 -0.2 0.4768
C -6.987 -3.621 -3.876 -0.1 -0.2 0.0 -1.9863
Cl -7.674 -4.261 -5.391 0.2 -0.1 0.6 0.4997
Cl -5.881 -2.275 -4.248 -0.2 -0.3 0.1 0.4806
Cl -8.304 -3.035 -2.828 0.3 -0.1 -0.3 0.5245
Cl -6.091 -4.913 -3.038 -0.2 0.3 -0.3 0.4822
C -9.104 -1.134 -8.191 0.0 0.0 0.1 -1.9935
Cl -8.346 -0.084 -9.415 -0.2 -0.2 0.3 0.5110
Cl -9.643 -2.648 -8.959 0.1 0.3 0.2 0.5162
Cl -7.920 -1.505 -6.912 -0.5 0.4 -0.5 0.4465
Cl -10.506 -0.298 -7.478 0.3 -0.2 -0.2 0.5179
C 1.594 4.901 -5.620 0.0 0.1 0.2 -1.9992
Cl 0.374 4.204 -4.523 0.9 0.6 -0.2 0.4650
Cl 3.213 4.721 -4.898 -0.4 0.0 -0.2 0.5123
Cl 1.543 4.048 -7.183 0.0 0.2 0.3 0.5104
Cl 1.246 6.630 -5.874 0.1 -0.4 0.0 0.5141
C 3.394 5.743 6.603 0.0 0.1 -0.1 -1.9841
Cl 1.858 6.646 6.583 0.4 -0.3 0.0 0.5251
Cl 4.432 6.365 7.911 -0.2 -0.2 -0.3 0.5203
Cl 3.063 4.014 6.880 -0.1 0.8 0.0 0.4363
Cl 4.223 5.946 5.039 -0.2 -0.1 0.4 0.4918
C 3.994 -4.323 -3.095 0.1 0.0 -0.2 -1.9951
Cl 5.458 -3.605 -2.379 -0.4 -0.2 -0.2 0.5254
Cl 2.713 -4.416 -1.861 0.2 -0.2 -0.4 0.5384
Cl 3.438 -3.310 -4.452 0.1 -0.3 0.4 0.5166
Cl 4.365 -5.960 -3.691 -0.1 0.4 0.2 0.5176
C -2.606 -7.048 -3.937 0.0 0.0 0.0 -2.0000
Cl -3.084 -6.728 -2.251 0.1 0.0 -0.4 0.4779
Cl -3.498 -8.464 -4.549 0.2 0.4 0.2 0.5199
Cl -2.987 -5.627 -4.942 0.1 -0.4 0.3 0.4789
Cl -0.856 -7.373 -4.007 -0.4 0.1 0.0 0.5155
C 7.894 7.360 3.165 0.0 0.1 0.0 -2.0124
Cl 7.416 7.680 4.852 0.1 -0.1 -0.4 0.4958
Cl 7.002 5.944 2.554 0.2 0.3 0.1 0.4967
Cl 7.513 8.781 2.160 0.1 -0.4 0.2 0.5131
Cl 9.644 7.035 3.096 -0.4 0.1 0.0 0.5110
C -0.206 1.942 7.673 -0.2 0.1 0.0 -1.9849
Cl -1.120 0.574 8.358 0.3 0.3 -0.2 0.5274
Cl 1.368 1.362 7.072 -0.4 -0.1 0.1 0.4857
Cl -1.129 2.657 6.327 0.3 0.2 1.0 0.5842
Cl 0.056 3.173 8.934 0.0 -0.3 -0.3 0.5118
C -3.206 -1.220 -7.462 0.2 0.1 0.0 -1.9635
Cl -3.261 -2.830 -6.700 0.0 0.3 -0.2 0.4825
Cl -2.377 -1.336 -9.035 -0.2 0.0 0.3 0.5253
Cl -4.867 -0.623 -7.708 0.5 -0.1 0.1 0.4975
Cl -2.320 -0.093 -6.404 0.2 -1.4 -2.0 0.4415